Molecular formula: C21H20N2O3S2
Method: DFT, ωB97M-V/def2-TZVPD

Results
Relative energy (zero: lowest compared OMol25 entry of this formula, charge and spin): 36.7 kcal/mol
SMILES string: Cc1ccc(N(CC(=O)N2CCc3ccccc32)S(=O)(=O)c2cccs2)cc1
HOMO level: -8.391 eV
2S+1: 1
Maximum force: 1.05 eV/A
Charge: 0
Lowest unoccupied orbital energy: 0.02360 Eh

XYZ file:
```
48
C21H20N2O3S2 | the OMol25 dataset | ωB97M-V/def2-TZVPD
C -6.342 -1.180 1.423
C -5.029 -0.527 1.113
C -4.944 0.440 0.117
C -3.744 1.055 -0.183
C -2.588 0.694 0.502
N -1.381 1.345 0.168
C -0.372 1.624 1.171
C 0.706 0.534 1.210
O 0.388 -0.621 1.443
N 1.982 0.902 0.970
C 2.438 2.262 0.670
C 3.942 2.153 0.371
C 4.222 0.688 0.514
C 5.409 0.012 0.339
C 5.429 -1.364 0.526
C 4.274 -2.036 0.886
C 3.074 -1.364 1.065
C 3.058 0.007 0.870
S -0.786 1.176 -1.380
O 0.300 2.108 -1.506
O -1.863 1.260 -2.313
C -0.097 -0.453 -1.462
C 1.195 -0.783 -1.732
C 1.411 -2.175 -1.670
C 0.279 -2.859 -1.355
S -1.073 -1.822 -1.130
C -2.659 -0.275 1.496
C -3.871 -0.869 1.796
H -6.684 -1.763 0.569
H -6.254 -1.843 2.280
H -7.100 -0.429 1.638
H -5.834 0.723 -0.425
H -3.687 1.803 -0.956
H -0.865 1.655 2.146
H 0.039 2.605 0.940
H 2.252 2.909 1.532
H 1.891 2.641 -0.197
H 4.539 2.736 1.075
H 4.178 2.504 -0.634
H 6.306 0.545 0.061
H 6.352 -1.909 0.392
H 4.301 -3.105 1.033
H 2.180 -1.893 1.345
H 1.947 -0.051 -1.963
H 2.366 -2.636 -1.845
H 0.160 -3.917 -1.235
H -1.766 -0.580 2.019
H -3.909 -1.620 2.572
```

Molecular formula: C21H20N2O4
Method: DFT, ωB97M-V/def2-TZVPD

Results
Relative energy (zero: lowest compared OMol25 entry of this formula, charge and spin): 8.8 kcal/mol
SMILES string: CC[C@H](OC(=O)CCc1nc2ccccc2[nH]c1=O)C(=O)c1ccccc1
HOMO level: -8.439 eV
2S+1: 1
Maximum force: 0.98 eV/A
Charge: 0
Lowest unoccupied orbital energy: 0.00385 Eh

XYZ file:
```
47
C21H20N2O4 | the OMol25 dataset | ωB97M-V/def2-TZVPD
C 2.172 1.323 2.889
C 2.539 1.835 1.502
C 1.550 1.344 0.434
O 0.240 1.853 0.675
C -0.050 3.023 0.101
O 0.755 3.716 -0.461
C -1.521 3.341 0.227
C -2.275 2.672 -0.940
C -2.311 1.184 -0.772
N -3.264 0.670 -0.080
C -3.319 -0.679 0.116
C -4.345 -1.227 0.893
C -4.405 -2.586 1.095
C -3.446 -3.425 0.528
C -2.428 -2.910 -0.244
C -2.355 -1.535 -0.457
N -1.378 -0.963 -1.223
C -1.233 0.390 -1.396
O -0.299 0.848 -2.032
C 1.467 -0.173 0.409
O 0.470 -0.771 0.744
C 2.696 -0.889 -0.014
C 3.661 -0.342 -0.859
C 4.776 -1.083 -1.205
C 4.947 -2.368 -0.714
C 3.988 -2.923 0.118
C 2.868 -2.191 0.459
H 1.141 1.578 3.123
H 2.275 0.241 2.939
H 2.821 1.768 3.639
H 3.542 1.503 1.229
H 2.524 2.927 1.490
H 1.863 1.713 -0.552
H -1.650 4.421 0.168
H -1.907 2.962 1.172
H -1.774 2.919 -1.878
H -3.299 3.046 -0.951
H -5.072 -0.557 1.324
H -5.195 -3.010 1.696
H -3.502 -4.490 0.697
H -1.680 -3.556 -0.681
H -0.644 -1.554 -1.598
H 3.533 0.646 -1.271
H 5.516 -0.656 -1.865
H 5.824 -2.937 -0.985
H 4.114 -3.926 0.498
H 2.108 -2.607 1.104
```

Molecular formula: C21H21AgNO2P
Method: DFT, ωB97M-V/def2-TZVPD

Results
HOMO level: 0.916 eV
2S+1: 1
Maximum force: 0.40 eV/A
Charge: -2
Lowest unoccupied orbital energy: 0.18247 Eh

XYZ file:
```
47
C21H21AgNO2P | the OMol25 dataset | ωB97M-V/def2-TZVPD
Ag 0.142 0.897 -1.105
O 1.235 0.476 1.941
N 0.173 -0.351 1.651
C 0.066 -1.323 2.447
C -1.016 -2.281 2.217
C -1.559 -2.914 3.333
C -2.645 -3.765 3.238
C -3.200 -3.992 1.986
C -2.640 -3.402 0.862
C -1.529 -2.547 0.922
P -0.808 -1.788 -0.610
C -1.753 -2.783 -1.881
C -2.962 -2.279 -2.368
C -3.670 -2.942 -3.365
C -3.167 -4.117 -3.911
C -1.951 -4.614 -3.454
C -1.249 -3.949 -2.455
C 0.840 -2.443 -0.733
C 1.301 -3.508 0.025
C 2.588 -4.033 -0.070
C 3.448 -3.460 -1.067
C 3.063 -2.431 -1.859
C 1.748 -1.674 -1.705
H 1.332 0.941 1.089
H 0.776 -1.479 3.261
H -1.115 -2.708 4.303
H -3.055 -4.240 4.122
H -4.057 -4.648 1.878
H -3.073 -3.635 -0.100
H -3.337 -1.346 -1.957
H -4.607 -2.534 -3.731
H -3.710 -4.632 -4.696
H -1.545 -5.523 -3.887
H -0.287 -4.312 -2.105
H 0.615 -3.969 0.733
H 2.900 -4.877 0.534
H 4.444 -3.880 -1.204
H 3.753 -2.044 -2.608
H 1.257 -1.633 -2.693
C -2.803 1.632 -0.980
O -1.561 2.214 -1.078
H -3.613 2.390 -0.879
H -2.922 0.952 -0.111
H -3.090 1.020 -1.865
C 2.003 -0.191 -1.304
H 2.619 0.268 -2.092
H 2.645 -0.204 -0.415
```

Molecular formula: C21H21AsBF4IrNOS
Method: DFT, ωB97M-V/def2-TZVPD

Results
HOMO level (spin up / spin down): -14.351 / -15.439 eV
2S+1: 6
Maximum force: 0.61 eV/A
Charge: +2
Lowest unoccupied orbital energy (spin up / spin down): -0.21715 / -0.33303 Eh

XYZ file:
```
52
C21H21AsBF4IrNOS | the OMol25 dataset | ωB97M-V/def2-TZVPD
Ir -0.565 -1.352 -0.556
S -2.555 -1.181 0.712
C -2.492 0.047 1.938
C -3.232 -0.200 3.098
C -3.223 0.715 4.146
C -2.520 1.902 4.032
C -1.814 2.193 2.864
C -1.777 1.262 1.839
As -0.842 1.740 0.252
C 0.657 0.540 0.099
C 0.902 -0.444 1.097
C 2.075 -1.200 1.025
C 2.992 -0.989 -0.005
C 2.743 -0.038 -0.983
C 1.573 0.719 -0.949
C -0.201 3.503 0.358
C -1.126 4.538 0.195
C -0.684 5.845 0.306
C 0.658 6.103 0.560
C 1.573 5.065 0.706
C 1.155 3.750 0.591
H -3.808 -1.113 3.174
H -3.790 0.504 5.043
H -2.533 2.623 4.839
H -1.301 3.140 2.767
H 0.286 -0.496 1.986
H 2.278 -1.928 1.800
H 3.907 -1.567 -0.034
H 3.448 0.115 -1.789
H 1.368 1.428 -1.742
H -2.169 4.334 -0.015
H -1.383 6.661 0.185
H 0.999 7.127 0.642
H 2.614 5.281 0.907
H 1.869 2.946 0.706
F -0.179 -1.501 -2.892
B -0.780 -0.242 -3.314
F -1.442 0.170 -2.009
F 0.191 0.679 -3.574
F -1.730 -0.428 -4.237
C 0.737 -5.739 -3.158
N 0.608 -4.892 -1.959
C 1.657 -5.011 -0.947
C -0.419 -4.115 -1.821
O -0.648 -3.390 -0.790
H 1.737 -5.615 -3.566
H 0.007 -5.430 -3.900
H 0.578 -6.781 -2.888
H 1.842 -6.067 -0.762
H 1.333 -4.535 -0.028
H 2.572 -4.550 -1.319
H -1.148 -4.128 -2.630
```

Molecular formula: C21H21AuN4O3S
Method: DFT, ωB97M-V/def2-TZVPD

Results
HOMO level (spin up / spin down): -8.200 / -8.203 eV
2S+1: 1
Maximum force: 2.95 eV/A
Charge: 0
Lowest unoccupied orbital energy (spin up / spin down): -0.11608 / -0.11513 Eh

XYZ file:
```
51
C21H21AuN4O3S | the OMol25 dataset | ωB97M-V/def2-TZVPD
Au -0.646 -1.479 -0.886
N -1.169 6.019 1.435
C -1.260 5.027 0.495
C -0.509 5.090 -0.684
C -0.541 4.053 -1.594
C -1.335 2.953 -1.328
C -2.093 2.871 -0.174
C -2.062 3.905 0.736
S -1.404 1.566 -2.437
O -2.689 0.946 -2.309
O -0.944 1.914 -3.748
N -0.329 0.508 -1.726
C 0.961 0.560 -2.004
N 1.553 1.683 -2.424
C 2.829 1.617 -2.730
C 3.594 0.469 -2.574
C 2.923 -0.623 -2.046
N 1.637 -0.587 -1.784
H -0.805 6.910 1.141
H -1.899 6.052 2.126
H 0.095 5.964 -0.874
H 0.031 4.077 -2.508
H -2.705 1.995 -0.028
H -2.657 3.862 1.636
H 3.268 2.543 -3.083
H 4.637 0.431 -2.828
H 3.423 -1.558 -1.832
C -0.498 -1.301 1.061
C -0.325 -1.277 2.258
C -0.182 -1.274 3.669
C -0.713 -0.235 4.435
C -0.600 -0.271 5.812
C 0.031 -1.337 6.436
C 0.572 -2.363 5.677
C 0.472 -2.336 4.299
H -1.209 0.589 3.941
H -1.011 0.534 6.404
H 0.093 -1.372 7.515
H 1.070 -3.191 6.163
H 0.880 -3.137 3.700
C 0.041 -5.239 -1.593
C 0.047 -3.958 -2.437
C -0.142 -4.291 -3.928
O -0.953 -3.103 -2.050
H 0.862 -5.892 -1.874
H -0.899 -5.761 -1.747
H 0.120 -4.988 -0.538
H 1.028 -3.465 -2.332
H -1.081 -4.823 -4.051
H 0.682 -4.905 -4.281
H -0.191 -3.372 -4.505
```